No. 1
DFT (ωB97M-V/def2-TZVPD) results for a 8-piece molecular cluster, C14H44N4O14 overall at a distorted geometry.

Element x y z (Å)
O (7.7444, 13.2636, 14.9912)
O (6.5493, 9.9159, 11.3797)
O (6.8701, 6.6140, 12.3627)
O (9.1079, 11.7083, 13.2396)
O (7.0782, 15.1189, 16.8242)
O (6.7855, 15.0059, 13.1474)
O (5.4276, 8.7072, 13.7679)
O (5.7072, 11.4373, 13.6014)
O (4.6800, 14.2183, 15.0364)
O (8.1173, 13.4253, 11.3464)
O (5.9519, 10.8811, 7.9000)
O (7.3385, 10.8099, 16.1410)
O (6.8997, 5.4938, 9.8142)
O (7.3658, 8.1335, 9.3133)
N (7.4513, 12.5984, 7.5230)
N (7.8672, 8.7194, 16.9128)
N (8.2326, 10.5551, 8.0195)
N (8.3614, 9.3443, 14.6637)
C (7.0710, 11.2890, 7.8820)
C (5.5753, 6.3951, 12.8709)
C (9.2970, 13.7997, 12.0223)
C (8.0539, 14.1842, 17.0945)
C (6.1090, 6.1840, 8.8149)
C (8.7514, 13.6596, 15.9459)
C (4.4282, 14.9916, 13.8948)
C (6.0487, 7.6551, 9.1644)
C (7.8688, 9.6790, 15.8954)
C (9.9863, 12.5509, 12.5212)
C (5.4785, 7.3170, 14.0597)
C (5.2617, 10.5335, 11.3559)
C (4.9612, 11.5813, 12.4043)
C (5.6003, 15.8108, 13.5408)
H (9.1368, 11.1006, 8.1571)
H (6.9682, 14.4636, 13.9066)
H (5.0318, 10.9407, 10.3323)
H (7.6967, 13.3487, 17.6956)
H (5.3982, 16.5110, 12.7521)
H (5.5957, 5.3701, 13.1916)
H (8.4305, 12.3415, 13.6372)
H (4.9537, 13.3224, 14.8369)
H (4.5926, 6.9891, 14.5583)
H (6.3842, 14.7577, 16.2646)
H (5.1571, 12.5576, 11.9569)
H (4.1695, 14.3764, 13.0576)
H (8.7005, 8.4131, 14.5402)
H (4.7435, 6.7159, 12.2055)
H (9.9649, 14.3681, 11.3197)
H (8.1139, 7.7631, 16.8308)
H (8.6561, 10.0921, 13.9754)
H (5.7952, 16.4015, 14.3942)
H (6.4346, 5.9599, 7.7885)
H (3.7250, 15.7003, 14.2884)
H (7.3813, 13.9103, 11.7817)
H (7.3228, 8.6684, 10.1127)
H (9.3220, 14.4388, 15.4082)
H (10.8444, 12.9117, 13.0912)
H (7.1991, 12.4919, 15.2517)
H (6.5945, 13.1565, 7.4583)
H (6.3045, 6.9936, 14.7894)
H (5.4563, 8.2631, 8.4850)
H (9.1014, 14.5353, 12.7376)
H (5.0992, 5.6717, 8.9839)
H (8.1728, 9.6228, 8.3222)
H (8.7560, 14.7114, 17.7145)
H (7.2947, 10.5494, 11.5639)
H (10.1895, 11.9633, 11.6044)
H (6.2531, 8.8350, 13.3069)
H (9.4302, 12.8413, 16.1551)
H (7.7766, 9.0915, 17.8820)
H (6.9899, 6.2189, 11.4912)
H (5.2665, 10.6335, 13.9673)
H (7.7701, 5.3314, 9.5352)
H (4.4887, 9.7344, 11.5124)
H (5.6276, 7.6297, 10.1774)
H (3.8486, 11.4658, 12.6126)
H (8.1526, 13.0257, 8.1127)

Output
2S+1: 1
HOMO, eV: -9.59
Orbital gap, Ha: 0.3736
SMILES string: NC(N)=O.NC(N)=O.OCCO.OCCO.OCCO.OCCO.OCCO.OCCO
Energy above the lowest of the compared OMol25 structures with the same formula, charge and spin, kcal/mol: 0.0
E_LUMO, eV: 0.5793
Total energy, eV: -49856.1690
Max |F|, eV/Å: 3.7
Molar mass, g mol⁻¹: 492.52

No. 2
DFT (ωB97M-V/def2-TZVPD) results for a 6-piece molecular cluster, C14H44N7O6 overall at a distorted geometry.

Element x y z (Å)
O (11.6813, 3.1161, 1.8075)
O (9.5457, -3.6816, 4.0062)
O (6.5861, 0.3163, 2.1723)
O (11.5573, -0.7721, 3.9991)
O (9.0614, -0.6817, 3.6523)
O (4.7979, -1.2444, 6.6544)
N (13.5347, -1.7911, 4.2725)
N (7.9982, 1.7405, 4.6229)
N (10.8795, -3.2746, 5.6455)
N (7.1788, -1.9635, 5.1547)
N (10.1450, -5.2584, 5.5041)
N (13.2264, 0.1236, 4.9441)
N (12.6294, 5.6010, 0.7074)
C (10.1028, -4.0357, 4.9951)
C (6.5679, 3.5611, 4.1227)
C (6.9902, 1.6913, 2.2799)
C (4.0274, -1.8188, 7.6848)
C (14.5176, 5.6428, 2.1002)
C (10.9186, 2.2219, 2.6790)
C (5.6684, -2.5240, 3.1419)
C (12.5537, 3.9379, 2.5859)
C (7.0213, -0.2667, 0.9361)
C (6.8663, 2.0762, 3.8236)
C (12.6820, -0.8537, 4.4263)
C (5.9288, -1.8087, 4.5144)
C (13.4070, 4.6542, 1.5376)
C (4.6978, -1.9953, 5.4409)
H (6.2935, 0.0062, 0.1720)
H (6.3222, 2.2787, 1.6501)
H (13.2252, -2.3734, 3.5074)
H (6.6086, -2.8395, 2.6895)
H (8.0160, 1.8613, 1.9528)
H (13.9392, 3.9543, 0.8934)
H (3.6014, -2.8004, 7.4772)
H (14.1331, 6.4878, 2.6713)
H (11.9975, 4.8888, 0.3704)
H (15.1746, 5.1435, 2.8123)
H (8.4592, 2.6014, 4.8808)
H (8.0478, 0.0610, 0.7719)
H (4.5762, -3.0290, 5.7646)
H (8.7821, 0.2053, 3.8903)
H (7.3550, -2.9573, 5.1934)
H (7.1258, -1.6114, 6.0998)
H (5.9206, 4.1116, 3.4401)
H (5.8231, -0.7650, 4.2186)
H (14.1576, 0.2489, 5.3145)
H (12.7660, 1.0224, 4.9653)
H (15.0710, 6.1919, 1.3383)
H (3.1453, -1.2223, 7.9176)
H (11.1774, -2.4243, 5.1892)
H (5.0122, -1.9713, 2.4695)
H (9.5759, -5.9252, 5.0025)
H (7.5030, 4.1075, 4.0004)
H (7.6008, 1.6229, 5.5439)
H (11.9446, 6.1084, 1.2493)
H (13.2245, 3.2962, 3.1573)
H (8.5721, -1.3225, 4.1733)
H (4.5420, -2.1175, 8.5980)
H (9.9975, -0.8021, 3.8283)
H (7.1078, -1.3492, 1.0301)
H (11.2078, -3.5876, 6.5479)
H (6.3076, 3.7976, 5.1544)
H (6.1315, 1.4135, 4.2807)
H (5.0478, -3.3836, 3.3946)
H (12.0219, 4.6750, 3.1876)
H (3.8371, -1.5791, 4.9173)
H (11.4261, 1.6088, 3.4237)
H (10.6480, -5.4427, 6.3604)
H (10.2561, 2.9146, 3.1980)
H (14.3706, -1.7750, 4.8391)
H (10.3890, 1.4558, 2.1125)

Output
2S+1: 1
HOMO, eV: -11.53
Orbital gap, Ha: 0.3422
Energy above the lowest of the compared OMol25 structures with the same formula, charge and spin, kcal/mol: 79.0
E_LUMO, eV: -2.2201
Total energy, eV: -37938.7724
Max |F|, eV/Å: 11.0
Charge: +1
Molar mass, g mol⁻¹: 406.55

No. 3
DFT (ωB97M-V/def2-TZVPD) results for a 8-piece molecular cluster, C14H44O8 overall at a distorted geometry.

Element x y z (Å)
O (-3.7056, -1.7616, -4.2755)
O (-0.6549, 1.3370, -3.2431)
O (-2.3724, -0.6270, 2.2219)
O (3.9226, -1.0855, 4.5762)
O (-0.6343, -1.3640, -4.8949)
O (-0.8069, 1.9286, -0.5164)
O (-0.0855, -0.3655, 0.6283)
O (3.8020, 1.6296, 3.8317)
C (-0.1121, -1.3553, -0.4120)
C (-2.6315, 2.5167, 1.0344)
C (-1.1734, 2.7377, 0.6016)
C (-1.6285, 2.3053, -3.7092)
C (2.8798, 1.8841, 1.5879)
C (2.3278, -2.6345, 3.7268)
C (-2.4961, -0.3713, 3.6545)
C (-1.0988, -0.0134, 4.1985)
C (-1.2537, 2.8505, -5.0946)
C (0.4830, -2.7192, -0.0244)
C (2.5855, -1.4794, 4.7277)
C (0.0578, -3.3261, -5.9618)
C (3.3741, 2.5992, 2.8381)
C (0.5178, -2.0819, -5.1767)
H (-2.7469, 3.2046, 1.9104)
H (-2.8957, -1.2111, 4.2446)
H (-1.6490, 3.1768, -3.0787)
H (-0.7314, 0.7932, 3.6344)
H (0.3954, -0.9161, -1.2321)
H (-1.1166, -1.5769, -0.6958)
H (-2.5748, 1.7377, -3.7121)
H (-1.3747, 2.1161, -5.8308)
H (0.9045, -3.8111, -6.3886)
H (-0.7945, -0.5592, 1.2495)
H (3.8441, 0.7804, 3.4436)
H (1.1733, -2.3750, -4.3465)
H (1.1642, -1.5314, -5.9209)
H (4.0678, -0.2071, 4.8944)
H (-0.3866, -0.8531, 4.3086)
H (-0.2050, 3.1516, -4.9959)
H (3.7678, 1.3732, 1.1926)
H (1.4900, -2.5202, 0.3870)
H (-0.7171, 1.4088, -2.2686)
H (4.3047, 3.2490, 2.5338)
H (-0.4676, -0.4471, -4.6016)
H (-0.6113, 1.0813, -0.1545)
H (2.1643, -2.1928, 2.6775)
H (-0.4963, -4.0244, -5.2715)
H (-0.6352, -3.1460, -6.7582)
H (-3.2753, -1.7931, -3.4134)
H (-2.9428, 1.4813, 1.3509)
H (-1.3064, 0.4232, 5.1570)
H (-3.1895, 0.4766, 3.8327)
H (1.3679, -3.0238, 3.9675)
H (-0.4202, 2.6083, 1.3809)
H (-1.8705, 3.6583, -5.3842)
H (0.6105, -3.4467, -0.8276)
H (-3.2388, -0.8008, 1.8627)
H (-2.9071, -1.5534, -4.8292)
H (-1.1054, 3.8305, 0.2518)
H (2.0930, 1.1592, 1.8272)
H (3.0750, -3.4144, 3.7117)
H (-0.1095, -3.1242, 0.7780)
H (1.8575, -0.6382, 4.5182)
H (2.4122, 2.5415, 0.9469)
H (2.4270, -1.8725, 5.7782)
H (-3.2643, 2.8701, 0.2948)
H (2.6168, 3.3127, 3.2565)

Output
2S+1: 1
HOMO, eV: -9.96
Orbital gap, Ha: 0.3758
SMILES string: CCO.CCO.CCO.CCO.CCO.CCO.CCO.O
Energy above the lowest of the compared OMol25 structures with the same formula, charge and spin, kcal/mol: 43.2
E_LUMO, eV: 0.2686
Total energy, eV: -31609.1041
Max |F|, eV/Å: 3.0
Molar mass, g mol⁻¹: 340.50

No. 4
DFT (ωB97M-V/def2-TZVPD) results for a 8-piece molecular cluster, C14H45NO8 overall at a distorted geometry.

Element x y z (Å)
O (22.3559, 18.7967, -6.8854)
O (20.6554, 15.1983, -3.2377)
O (21.3169, 16.0764, -8.7652)
O (13.9944, 16.8268, -8.3633)
O (13.6375, 17.8891, -5.3750)
O (18.2027, 14.4031, -6.3300)
O (19.7216, 18.2391, -6.8612)
O (16.2612, 22.7477, -8.9800)
N (15.1399, 15.3356, -6.0206)
C (15.7153, 21.5975, -8.3104)
C (15.2359, 14.5588, -3.8337)
C (17.6981, 18.0872, -8.1355)
C (20.2043, 16.2502, -2.4338)
C (16.0618, 15.0309, -4.9309)
C (19.3733, 13.6670, -6.4848)
C (14.7715, 20.8762, -9.2006)
C (15.4315, 18.9828, -4.2532)
C (13.0548, 16.7725, -9.4408)
C (18.6840, 16.4298, -2.5885)
C (13.6978, 16.4039, -10.7599)
C (18.3165, 17.9938, -6.7160)
C (17.2157, 14.0611, -5.3515)
C (14.3925, 19.0934, -5.3678)
H (15.0726, 21.7736, -7.4478)
H (22.0116, 15.4548, -8.5481)
H (19.9860, 17.6381, -7.5616)
H (14.8645, 16.3048, -6.0905)
H (16.5954, 15.9019, -4.5503)
H (18.2967, 17.2556, -1.9916)
H (12.9022, 16.5204, -11.4958)
H (14.3607, 20.0936, -8.5629)
H (18.0358, 17.2852, -8.7919)
H (13.0297, 17.9212, -4.6326)
H (20.1854, 14.2799, -6.8759)
H (20.4723, 16.1614, -1.3810)
H (19.2288, 12.8666, -7.2106)
H (14.9283, 19.2163, -6.3090)
H (13.9153, 21.5191, -9.4048)
H (16.2126, 19.7430, -4.2656)
H (16.6170, 18.2153, -8.1887)
H (14.9547, 13.5063, -3.8694)
H (21.7300, 16.9361, -8.6836)
H (16.2682, 23.5617, -8.4712)
H (16.8287, 13.1816, -5.8662)
H (13.6529, 19.8710, -5.1770)
H (18.1293, 16.9675, -6.4003)
H (16.0028, 18.0592, -4.3454)
H (19.7254, 13.1672, -5.5824)
H (12.5619, 17.7442, -9.4102)
H (15.8627, 14.6203, -2.9441)
H (14.3373, 15.5218, -10.7916)
H (18.5390, 16.6681, -3.6422)
H (13.6687, 16.9252, -7.4656)
H (22.6210, 19.0001, -5.9884)
H (14.3034, 15.0964, -3.6614)
H (18.1229, 15.5097, -2.4257)
H (20.4446, 15.5521, -4.1049)
H (17.6521, 13.6160, -4.4573)
H (15.2710, 20.3831, -10.0346)
H (20.7667, 17.1432, -2.7066)
H (17.6610, 18.6783, -6.1777)
H (18.0669, 19.0248, -8.5517)
H (21.4011, 18.8627, -6.8744)
H (16.5828, 20.9860, -8.0623)
H (15.4156, 15.1142, -6.9667)
H (14.3236, 17.2590, -11.0151)
H (14.9737, 19.1211, -3.2737)
H (12.2115, 16.1066, -9.2580)

Output
2S+1: 2
<S²>: 0.754
HOMO (spin up / spin down), eV: -12.34 / -12.34
Orbital gap (spin up / spin down), Ha: 0.3622 / 0.1552
E_LUMO (spin up / spin down), eV: -2.4873 / -8.1222
Total energy, eV: -33105.6622
Max |F|, eV/Å: 3.5
Charge: +1
Molar mass, g mol⁻¹: 355.51

No. 5
DFT (ωB97M-V/def2-TZVPD) results for C14H46BInO13 as an isolated structure at a distorted geometry.

Element x y z (Å)
In (0.5307, -0.7096, 0.6366)
O (1.9866, 1.7040, -0.6188)
O (-0.5629, -1.0626, 3.5551)
O (-1.6699, -1.2134, -1.4174)
O (1.8554, -2.8486, -0.9721)
O (-0.6207, 1.8364, 2.1965)
O (-2.3328, -0.5719, 1.3494)
O (-2.5998, 1.1670, -2.7312)
O (3.5637, -0.9091, 0.7806)
O (-1.1499, -3.4556, 0.1772)
O (1.0871, -0.4479, -2.3380)
O (2.1453, 0.9714, 2.5291)
O (-0.8877, 1.7204, -0.6866)
O (-5.6095, 1.1594, -3.0049)
C (-3.4146, 2.2966, -2.6168)
C (2.2783, -1.1055, -2.7817)
C (-2.0646, -3.5582, -0.9120)
C (2.2419, -2.5757, -2.3448)
C (-1.5486, 2.6723, 0.1791)
C (4.1982, -0.2674, 1.8179)
C (3.6988, 3.1861, -1.0316)
C (3.3141, 0.3356, 2.9388)
C (2.4054, 2.9834, -0.2275)
C (-2.7360, -1.1924, 2.5163)
C (-1.7159, -2.5304, -2.0027)
C (-1.9535, -0.7350, 3.6988)
C (-4.7679, 2.1706, -3.4459)
C (-0.7717, 3.0048, 1.4621)
B (1.8592, -3.1037, 2.4952)
H (0.5656, -0.1268, -3.0774)
H (-2.4453, -2.6349, -2.8059)
H (4.3704, 2.3277, -1.0387)
H (4.2427, 4.0131, -0.5753)
H (1.7479, 3.8523, -0.2580)
H (4.9482, -0.9424, 2.2301)
H (2.6620, 2.8860, 0.8274)
H (-1.4723, 1.6997, -1.4479)
H (3.1700, -3.1316, -2.4783)
H (-0.6468, 2.1346, 3.1086)
H (-0.2898, -1.4880, 4.3712)
H (-0.8907, -4.3691, 0.3185)
H (2.7526, -3.4097, 1.9733)
H (3.4777, 3.4561, -2.0643)
H (3.9905, 1.0457, 3.4148)
H (-3.5667, 2.4364, -1.5466)
H (-2.6973, -2.2633, 2.3173)
H (-3.0004, 0.0687, 1.0934)
H (-1.9686, 0.3458, 3.8394)
H (-0.7386, -2.7476, -2.4337)
H (2.4700, -1.1693, -3.8528)
H (3.0867, -0.4227, 3.6880)
H (-2.8154, 3.1240, -2.9968)
H (1.9287, -2.0281, 2.5464)
H (-2.5253, 2.2295, 0.3743)
H (-2.5415, -0.8173, -1.4889)
H (-5.2478, 3.1416, -3.3232)
H (-3.7706, -0.9591, 2.7679)
H (1.9028, -3.7986, -0.8428)
H (-4.5620, 2.0033, -4.5032)
H (1.5941, -3.1619, -2.9965)
H (-2.2600, 1.2310, -3.6268)
H (0.2267, 3.4112, 1.3003)
H (-1.7336, 3.6096, -0.3457)
H (1.7487, 1.7896, -1.5449)
H (-6.4664, 1.5605, -2.8424)
H (1.8433, -3.6010, 3.4527)
H (3.1056, -0.6039, -2.2796)
H (-1.3387, 3.6649, 2.1186)
H (1.9466, 1.6309, 3.1978)
H (0.9426, -3.3886, 2.0023)
H (-2.3627, -1.2053, 4.5930)
H (-2.1167, -4.5315, -1.4000)
H (4.2826, -0.9777, 0.1481)
H (-3.0675, -3.3777, -0.5251)
H (4.7600, 0.5731, 1.4105)

Output
2S+1: 1
HOMO, eV: -14.91
Orbital gap, Ha: 0.1628
Energy above the lowest of the compared OMol25 structures with the same formula, charge and spin, kcal/mol: 50.0
E_LUMO, eV: -10.4804
Total energy, eV: -47705.8761
Max |F|, eV/Å: 6.0
Charge: +2
Molar mass, g mol⁻¹: 548.14

No. 6
DFT (ωB97M-V/def2-TZVPD) results for C14H46BO7S7Sr as an isolated structure at a distorted geometry.

Element x y z (Å)
Sr (-0.2336, 0.3913, 0.0831)
S (1.7197, 1.6204, 3.0307)
S (-0.0370, 3.6746, -1.8429)
S (-3.0980, 2.5672, 1.3008)
S (1.1147, -2.7857, 2.2665)
S (-2.2130, 1.3741, -2.8628)
S (3.2079, -1.2662, -1.1358)
S (-3.0517, -2.4719, -0.5156)
O (0.4440, 1.3434, 2.1864)
O (-0.0769, -2.1450, 1.6210)
O (-2.1004, -1.3076, -0.4120)
O (-2.2496, 1.3587, 0.9181)
O (2.1087, -0.1224, -1.0624)
O (-0.8114, 0.9246, -2.4918)
O (0.0838, 3.0110, -0.4899)
C (4.6093, -0.6067, -0.2224)
C (0.5240, -4.2199, 3.2945)
C (-2.2164, 3.3952, 2.6321)
C (-4.3006, 1.7299, 2.3581)
C (2.5556, 2.7763, 1.9975)
C (-3.3613, -0.1012, -3.1510)
C (1.3100, 3.0950, -2.8450)
C (0.5532, 5.3554, -1.5960)
C (2.7670, 0.1789, 2.9245)
C (3.8945, -1.3522, -2.7493)
C (-4.5284, -1.9158, 0.4058)
C (-2.4888, -3.8084, 0.5487)
C (-2.1169, 1.9001, -4.6226)
C (1.7457, -3.9212, 0.8698)
B (4.9697, -4.0960, 0.2836)
H (-1.8306, -4.5040, 0.0636)
H (-4.3043, 0.3105, -3.5287)
H (0.2971, 5.7978, -0.6648)
H (-1.2666, 1.3526, -5.0375)
H (4.8850, 0.4040, -0.6123)
H (-4.1866, -1.6379, 1.3487)
H (-1.5746, 4.1915, 2.3161)
H (4.3863, -0.5925, 0.8632)
H (3.3772, 3.3233, 2.5253)
H (4.5200, -5.3907, 0.3410)
H (-0.2289, -3.9243, 3.9700)
H (2.7491, -0.3088, 1.9429)
H (-2.9557, 3.8846, 3.2700)
H (-3.3778, -4.4126, 0.9246)
H (1.8127, 3.4628, 1.5463)
H (3.0046, -0.9456, -3.2913)
H (-1.9150, 2.9193, -4.6534)
H (-4.9767, 1.2766, 1.6881)
H (1.6233, -4.0441, -2.7510)
H (-3.5291, -0.6009, -2.2036)
H (1.0765, 2.1018, -3.2556)
H (2.2605, 3.0534, -2.3345)
H (2.5492, -3.4181, 0.3174)
H (5.3611, -1.4843, -0.2399)
H (-3.0731, 1.5858, -5.1329)
H (0.7992, -3.9469, 0.2451)
H (-5.2429, -2.6998, 0.6638)
H (2.3746, -0.5548, 3.6478)
H (2.0810, -4.9218, 1.1123)
H (1.4313, -4.7055, 3.7809)
H (1.6757, 5.4255, -1.7019)
H (0.0403, -4.8632, 2.6004)
H (-5.0271, -1.1370, -0.1985)
H (4.1676, -2.3860, -3.0587)
H (3.7736, 0.4033, 3.2168)
H (-4.8342, 2.5688, 2.8076)
H (-2.0644, -3.3320, 1.4354)
H (-3.7000, 1.1362, 3.0513)
H (4.8186, -0.8397, -2.8926)
H (3.5120, -4.7799, 2.9594)
H (-2.8683, -0.7358, -3.9126)
H (1.3615, 3.7493, -3.6963)
H (3.1007, 2.3021, 1.1461)
H (-7.2328, 3.6977, -0.2759)
H (-1.7400, 2.6061, 3.2578)
H (0.1661, 6.0375, -2.3220)

Output
2S+1: 1
HOMO, eV: -7.83
Orbital gap, Ha: 0.0416
E_LUMO, eV: -6.7024
Total energy, eV: -106930.7290
Max |F|, eV/Å: 2.9
Charge: +1
Molar mass, g mol⁻¹: 649.42

Which of these has the highest 2S+1? C14H45NO8